one.
The following is a quantum chemistry calculation of the ion C2H8N2P with charge +1, from the OMol25 dataset.

The geometry in ORCA input format:
```
! wB97M-V def2-TZVPD RIJCOSX def2/J DEFGRID3
* xyz 1 1
C -0.115 1.097 0.494
C 0.542 -0.851 -0.752
N -1.378 0.124 0.704
N 0.959 0.056 0.297
P -1.366 -1.040 -0.519
H -0.351 1.576 -0.585
H 0.090 1.838 1.276
H 0.882 -0.606 -1.748
H 0.996 -1.851 -0.607
H -1.659 -0.121 1.642
H 1.952 0.467 0.145
H 0.990 -0.496 1.213
H -1.541 -0.193 -1.560
*
```

- SMILES string = C1NPC[NH2+]1

two.
The following is a quantum chemistry calculation of a cluster of 2 separate species, C2H8N2P in total, from the OMol25 dataset.

The geometry in ORCA input format:
```
! wB97M-V def2-TZVPD RIJCOSX def2/J DEFGRID3
* xyz 1 1
C 0.162 -0.600 -0.243
C 2.463 -0.032 0.732
N 1.175 -0.717 0.578
N -0.289 0.341 -1.033
P -3.471 -0.075 -0.135
H 2.798 -0.380 1.654
H 3.199 -0.414 0.113
H 2.365 0.964 0.617
H 1.000 -1.388 1.348
H 0.146 1.169 -1.422
H -1.130 0.010 -1.492
H -3.850 1.201 0.269
H -4.568 -0.077 -0.988
*
```

one wins, 0.1156 hartree ahead of the next structure.

one.
The following is a quantum chemistry calculation of a cluster of 3 separate species, C2H5N in total, from the OMol25 dataset.

The geometry in ORCA input format:
```
! wB97M-V def2-TZVPD RIJCOSX def2/J DEFGRID3
* xyz 0 1
C -0.579 0.306 0.691
C -1.046 -0.646 -0.311
N 0.078 0.946 1.377
H 1.390 0.298 -1.214
H -0.921 -1.722 0.025
H -1.991 -0.519 -0.877
H 2.073 -0.111 -0.886
H 0.996 1.448 1.194
*
```

two.
The following is a quantum chemistry calculation of an isolated molecule of C2H5N, from the OMol25 dataset.

The geometry in ORCA input format:
```
! wB97M-V def2-TZVPD RIJCOSX def2/J DEFGRID3
* xyz 0 1
C 0.764 -0.361 0.018
C -0.714 -0.413 0.025
H 1.309 -0.658 -0.874
H 1.296 -0.529 0.984
H -1.249 -0.615 0.945
H -1.281 -0.785 -0.821
H -0.043 1.427 0.655
N -0.048 0.829 -0.164
*
```

- SMILES string = C1CN1

two wins, 0.0807 hartree ahead of the next structure.

one.
The following is a quantum chemistry calculation of a cluster of 2 separate species, C5H10ClNO2 in total, from the OMol25 dataset.

The geometry in ORCA input format:
```
! wB97M-V def2-TZVPD RIJCOSX def2/J DEFGRID3
* xyz 0 1
C -0.448 -0.536 0.821
C -2.171 -0.780 -0.815
C -1.940 1.404 0.417
C 3.000 -0.976 0.600
C 2.579 0.636 -1.027
N -1.461 -0.024 0.145
O -0.034 -1.626 0.646
O 3.155 -0.452 -0.562
Cl 1.426 1.437 -0.086
H -1.711 -1.716 -0.837
H -3.153 -0.819 -0.517
H -2.120 -0.386 -1.836
H -2.745 1.379 -0.255
H -2.255 1.442 1.445
H -1.133 2.002 0.163
H 0.096 0.162 1.622
H 3.646 -1.840 0.684
H 2.218 -0.597 1.275
H 3.052 1.288 -1.884
*
```

two.
The following is a quantum chemistry calculation of an isolated molecule of C5H10ClNO2, from the OMol25 dataset.

The geometry in ORCA input format:
```
! wB97M-V def2-TZVPD RIJCOSX def2/J DEFGRID3
* xyz 0 1
C -0.649 2.462 -0.090
C -0.159 -2.445 0.478
C 0.388 -1.257 -0.211
C -0.255 0.011 0.329
C 0.408 1.380 -0.189
N 0.700 1.163 -1.612
O -0.972 3.074 0.886
O -0.382 0.221 1.716
Cl 1.898 1.627 0.985
H -1.279 2.459 -0.973
H 0.479 -2.697 1.299
H -1.205 -2.439 0.848
H -0.125 -3.434 -0.132
H 0.141 -1.217 -1.215
H 1.457 -1.272 -0.264
H -1.257 0.124 -0.090
H 0.761 2.050 -2.122
H 1.286 0.364 -1.603
H -1.236 -0.174 1.961
*
```

- SMILES string = CC[C@@H](O)[C@](N)(Cl)C=O

two wins, 0.1202 hartree ahead of the next structure.

one.
The following is a quantum chemistry calculation of an isolated molecule of C14H18N2O5, from the OMol25 dataset.

The geometry in ORCA input format:
```
! wB97M-V def2-TZVPD RIJCOSX def2/J DEFGRID3
* xyz 0 1
C -5.416 -1.879 -0.768
O -5.159 -0.532 -0.330
C -3.885 -0.079 -0.423
C -3.658 1.215 0.089
C -2.373 1.737 0.130
C -1.263 0.958 -0.224
C 0.138 1.482 0.107
C 1.256 0.534 -0.113
C 2.590 1.100 -0.118
O 2.852 2.285 -0.132
O 3.646 0.247 0.032
C 3.360 -1.148 -0.208
C 3.052 -1.406 -1.675
C 4.606 -1.886 0.275
O 2.290 -1.538 0.653
C 1.198 -0.720 0.656
O 0.273 -1.014 1.411
C -1.506 -0.298 -0.817
C -2.800 -0.844 -0.904
H -6.455 -1.976 -0.458
H -5.305 -1.986 -1.864
H -4.777 -2.623 -0.262
H -4.520 1.779 0.432
H -2.245 2.769 0.463
H 0.348 2.480 -0.384
H 2.161 -0.867 -2.023
H 3.924 -1.107 -2.271
H 2.887 -2.481 -1.802
H 4.750 -1.600 1.323
H 4.458 -2.967 0.195
H 5.472 -1.578 -0.318
H -0.676 -0.943 -1.133
H -3.011 -1.849 -1.302
N 0.193 1.956 1.672
N 1.266 2.746 2.259
H 0.164 1.018 2.152
H -0.719 2.443 1.673
H 1.990 2.877 1.502
H 0.895 3.694 2.504
*
```

- SMILES string = COc1ccc([C@@H]([NH2+]N)C2=C([O-])OC(C)(C)OC2=O)cc1

two.
The following is a quantum chemistry calculation of an isolated molecule of C14H18N2O5, from the OMol25 dataset.

The geometry in ORCA input format:
```
! wB97M-V def2-TZVPD RIJCOSX def2/J DEFGRID3
* xyz 0 1
C -6.130 -1.501 -0.833
C -4.719 -2.023 -0.591
C -3.994 -1.315 0.556
C -3.717 0.166 0.270
C -2.811 0.328 -0.932
O -3.033 1.049 -1.864
O -1.710 -0.443 -0.878
H -1.169 -0.285 -1.668
H -4.656 0.660 0.008
C -3.153 0.915 1.491
C -1.771 0.453 1.949
C -0.674 1.048 1.082
O -0.785 2.106 0.511
N 0.462 0.280 1.060
C 1.655 0.512 0.383
C 2.668 -0.435 0.508
C 3.872 -0.243 -0.151
C 4.097 0.877 -0.941
C 3.085 1.812 -1.062
C 1.875 1.640 -0.412
H 1.093 2.374 -0.511
H 3.237 2.689 -1.671
H 5.046 0.995 -1.439
N 4.909 -1.234 -0.007
O 5.956 -1.044 -0.586
O 4.669 -2.202 0.685
H 2.537 -1.321 1.112
H 0.436 -0.589 1.576
H -1.703 -0.634 1.964
H -1.597 0.818 2.966
H -3.087 1.977 1.246
H -3.865 0.795 2.310
H -3.052 -1.834 0.736
H -4.602 -1.386 1.461
H -4.772 -3.088 -0.352
H -4.134 -1.921 -1.508
H -6.709 -1.521 0.088
H -6.636 -2.123 -1.568
H -6.113 -0.483 -1.213
*
```

- SMILES string = CCC[C@@H](CCC(=O)Nc1cccc([N+](=O)[O-])c1)C(=O)O

two wins, 0.0181 hartree ahead of the next structure.